DFT (wB97M-V/def2-TZVPD) results for the molecule C3H6N4O at a distorted geometry.

The value obtained for the HOMO energy is -9.7485 eV. The value obtained for the LUMO energy is 0.39 eV. The energy relative to the best compared isomer or geometry (same formula, charge and spin) is 106.1 kcal per mole. Its HOMO-LUMO gap is 10.1 eV. The value obtained for the molar mass is 114.11 g/mol.

```
! wB97M-V def2-TZVPD RIJCOSX def2/J DEFGRID3
* xyz 0 1
C -0.97 1.31 -0.04
C -0.39 -1.17 -0.54
C 1.54 -0.30 0.39
H -2.68 -0.68 1.22
H -1.63 2.03 0.58
H 0.73 1.14 -1.07
H -1.09 -1.83 -1.18
H 1.03 0.05 1.23
H 3.36 -0.39 -0.35
N -1.13 -0.16 0.18
N 0.07 1.75 -0.60
N 0.84 -1.25 -0.50
N 2.75 0.08 0.42
O -2.44 -0.58 0.25
*
```